# 1
This record from the OMol25 dataset describes a structure of composition C29H41F5P2Rh. The level of theory is the ωB97M-V functional and the def2-TZVPD basis.

The geometry in XYZ format:
```
78
Properties=species:S:1:pos:R:3:forces:R:3
Rh 0.9561 -2.7597 -1.1939 -2.2721 0.1023 2.2815
P -0.0501 -0.6968 -2.7343 -1.5910 0.9991 -3.1699
P 2.3950 -1.3877 -1.9473 2.4026 1.6147 -2.0264
F 1.8728 2.9395 1.2259 0.1915 -0.1936 0.9231
F 2.6076 0.0488 4.9171 0.0597 0.9725 -0.4059
F 4.4836 4.4235 4.9035 -0.5935 -0.8191 -0.5338
F 4.1556 1.9580 6.0990 -0.4578 0.2334 -0.8169
F 3.2937 4.8925 2.4543 -0.0519 -0.7510 0.3714
C 2.1359 1.4783 3.0846 1.2125 0.9350 0.3080
C 0.8711 -3.2617 0.8274 -2.3701 0.5799 1.5910
C 1.3204 -2.0294 1.4948 -0.9415 0.0499 -0.6336
C -1.8513 4.2053 -0.2989 0.1288 0.8558 0.2209
C 3.7421 3.4692 4.3076 0.0395 0.2304 0.2350
C 3.5536 2.2304 4.9236 0.0630 -0.4303 0.2038
C 0.1923 0.0675 2.4259 -2.4401 -0.0788 0.1777
C 2.7525 1.2615 4.2971 0.2459 -0.5047 0.8056
C -1.3495 -1.5393 -3.7976 0.0240 -0.5650 0.6285
C 2.9354 0.1494 -0.9413 -0.2271 -0.2967 0.3468
C 1.5908 -0.8645 -3.5741 1.4952 0.3284 0.5182
C -2.3411 -1.3227 1.3104 -0.3129 0.1755 -0.2668
C -0.9260 1.8888 -0.6763 -0.9489 -0.8431 -1.6133
C 0.2287 -4.1355 -2.5877 0.2901 0.5119 -0.8147
C 3.1343 3.7075 3.0740 -0.0625 0.0693 -0.2679
C -0.9561 -1.8208 1.1641 0.1688 -1.0182 -0.1304
C -2.1091 1.3434 -1.0838 3.3227 -0.5427 1.0860
C 0.2087 -1.1747 1.6779 1.5211 -1.3204 -0.5385
C 2.6705 -1.8461 2.0582 0.8234 0.2325 0.2164
C -0.5979 -3.0938 0.6572 1.2192 -0.2270 -0.2528
C 2.3701 2.6943 2.4811 -0.0221 0.6587 -0.7082
C -0.4684 0.8530 -3.8186 -0.1003 0.6573 0.6436
C -2.8591 3.6112 0.6934 0.0026 0.1253 -0.2834
C -3.1666 1.9773 -1.8396 -1.6931 0.5289 -0.2003
C -0.6926 3.3489 -0.8818 0.3124 -0.0927 0.3183
C -1.5421 -4.2227 0.3749 -0.3806 -0.1166 -0.1582
C -3.9236 2.8343 0.4537 0.2899 0.7584 0.2148
C -4.3667 2.3701 -0.8898 0.2753 -0.5720 -1.1719
C 1.4910 -4.6136 0.9185 0.2436 0.0299 -0.0626
H 0.7852 -5.3430 1.3299 0.1395 0.1099 -0.1244
H 3.7048 -0.2358 -0.2473 -0.4096 0.0748 -0.2632
H -0.2941 0.5850 -4.8717 0.2142 -0.1323 0.4684
H -0.8752 -4.2697 -2.5835 0.7626 0.0079 0.5322
H -2.7857 -1.5176 2.2939 0.2791 -0.0764 -0.0065
H 0.2580 3.6751 -0.4389 -0.2894 -0.2607 0.0408
H 3.1334 -0.9110 1.7156 -0.0247 -0.2236 0.1289
H -2.3770 -0.2481 1.1515 -0.0404 0.1630 0.1062
H 2.1556 0.6544 -0.3263 0.2315 -0.5606 -0.4973
H 1.8186 -1.6244 -4.3426 -0.5266 0.0533 0.5072
H -1.2469 -1.2909 -4.8629 0.1417 -0.1926 0.4233
H -1.3248 4.9785 0.2921 -0.5387 0.0287 -0.5494
H 3.4423 0.9384 -1.5217 -0.3561 -0.5559 -0.2978
H 1.8037 -4.9584 -0.0739 0.0608 -0.2878 0.0300
H -2.5782 -3.8403 0.3894 0.4287 -0.3583 -0.1123
H -5.0411 1.4972 -0.8217 0.2618 0.3982 0.1683
H -0.4431 0.8321 1.9669 0.3731 0.1816 -0.0666
H -1.5234 1.1529 -3.7510 0.3297 -0.2390 0.2617
H -4.5744 2.5614 1.2784 0.0948 0.1175 0.0872
H -1.3397 -4.6630 -0.6169 -0.3272 -0.0512 0.6044
H -4.9214 3.1446 -1.4293 -0.1620 0.0226 0.2780
H -2.3494 4.6914 -1.1579 -0.0418 -0.0656 0.5970
H -2.8387 2.8443 -2.4407 -0.0270 -0.3655 0.3680
H -2.9929 -1.7863 0.5707 -0.0487 0.0206 0.0239
H 0.4684 -3.7722 -3.5876 0.2008 -0.3194 -0.0658
H 0.1326 1.7314 -3.5777 0.0597 -0.0833 0.1159
H -1.3444 -2.6123 -3.6312 -0.2290 0.0835 -0.2507
H -0.0446 1.2511 -0.4745 -0.8258 0.2079 0.5710
H -2.3150 -1.1338 -3.4490 0.3389 -0.1627 -0.0604
H -1.4708 -5.0153 1.1460 -0.0357 0.3372 -0.3722
H 2.6277 -1.7747 3.1587 -0.0192 -0.0945 -0.3369
H 0.8017 -5.0537 -2.3692 -0.3691 0.2817 -0.0682
H 1.3547 0.6681 2.5995 0.6454 0.3321 0.1384
H -2.2548 0.2894 -0.8917 0.0755 -0.3013 -0.1015
H 2.3778 -4.5758 1.5415 0.1442 -0.1562 0.0475
H 3.3399 -2.6796 1.7937 -0.2072 0.3623 0.0963
H -2.7059 4.0066 1.6991 -0.1232 -0.4651 -0.0474
H -3.5392 1.1990 -2.5332 -0.0024 0.5574 0.0454
H -0.1639 -0.0501 3.4584 0.4250 -0.0109 -0.0374
H 1.9392 0.1108 -3.9917 -0.2273 -0.6568 0.5081
H -0.5608 3.5604 -1.9525 -0.2422 0.0021 0.0751
```
Positions in Å, forces in eV/Å.

Summary:
ΔE to the lowest compared entry with this formula, charge and spin (kJ/mol): 12.4
Lowest unoccupied orbital energy (alpha / beta) (eV): -4.458 / -5.184
Total charge: +1
Expectation value of S²: 6.059
Multiplicity: 5
Frontier orbital gap (alpha / beta) (eV): 5.841 / 5.934

---

# 2
This record from the OMol25 dataset describes a cluster of 2 separate species, C5H14N3 in total. The level of theory is the ωB97M-V functional and the def2-TZVPD basis.

The geometry in XYZ format:
```
22
Properties=species:S:1:pos:R:3:forces:R:3
N 0.8063 0.3991 -1.4517 0.4012 -0.5480 -1.1479
N -1.5507 -0.8119 1.2880 0.0621 0.9151 -0.1159
N -1.4191 1.0958 -0.0800 1.7844 -0.6652 0.4994
C 0.7565 -0.0405 -2.6518 0.7935 0.1043 1.3760
C -2.3367 -1.6506 2.1722 0.2054 -0.5900 0.6242
C 1.9221 -0.0131 -0.5985 0.0951 -0.1171 -0.5228
C 2.7968 1.2068 -0.2975 0.2151 -0.7225 0.9765
C -2.0201 0.2995 0.7535 -0.5208 -0.3617 0.4530
H -1.8379 -1.7934 3.1616 -0.3221 0.1868 -0.8599
H 1.4331 -0.4377 0.2888 0.5249 0.1215 0.1875
H 3.3450 1.5243 -1.1804 -0.0714 -0.0045 -0.0965
H 2.1567 2.0191 0.0439 0.2081 0.1459 0.1073
H -3.3184 -1.2091 2.3376 0.0752 -0.0560 -0.0684
H -1.8480 1.9707 -0.2823 -0.3380 0.4630 -0.2569
H -0.3771 0.9380 -0.4082 -1.5796 0.2189 -0.4188
H 1.4809 -0.7555 -3.0554 0.0784 0.1546 0.1742
H -3.0436 0.5261 1.0586 0.1993 0.1066 -0.1666
H 0.0124 0.2997 -3.3270 -0.8556 0.2782 -0.3808
H -2.4343 -2.6092 1.6653 -0.2568 -0.1427 0.3407
H 3.5410 0.9359 0.4940 -0.6390 0.3825 -0.6119
H -0.5970 -1.0984 1.1460 0.1879 0.0873 -0.2544
H 2.5319 -0.7955 -1.0769 -0.2474 0.0428 0.1619
```
Positions in Å, forces in eV/Å.

Summary:
ΔE to the lowest compared entry with this formula, charge and spin (kJ/mol): 136.0
Lowest unoccupied orbital energy (eV): -2.738
Total charge: +1
Frontier orbital gap (eV): 11.331

---

# 3
This record from the OMol25 dataset describes a structure of composition C16H25N5O5V. The level of theory is the ωB97M-V functional and the def2-TZVPD basis.

The geometry in XYZ format:
```
52
Properties=species:S:1:pos:R:3:forces:R:3
V 0.1262 0.1560 -0.3754 1.6204 1.4190 4.5333
O -0.8175 2.3013 -0.4793 0.4362 -1.7271 0.0755
O 4.3844 2.5216 -2.1713 1.5302 -1.1839 -0.2348
O -2.8991 -0.3065 -0.5575 0.5178 -0.0173 -0.6408
O 2.0680 -0.3496 -2.6801 -0.4757 0.0770 0.4147
O 0.3422 -2.1733 0.0904 0.6491 1.5021 -1.3884
N -0.4466 -0.1845 1.7250 -3.0272 0.2955 -3.5392
N 0.5980 -0.3635 2.4056 5.5126 -0.4275 2.6947
N 1.6480 0.9111 0.8524 -0.7783 1.7677 -2.4736
N -1.6212 -0.3265 -1.1494 -1.4013 -0.0145 0.6594
N 0.7504 -0.2989 -2.1812 1.4435 0.6830 0.1363
C 2.6137 0.6725 3.0628 1.6911 1.4364 0.7291
C -1.1898 -2.3862 2.5568 -0.2890 0.1611 0.0664
C 1.8530 2.2543 1.0202 2.0595 1.5771 0.8692
C -1.4896 -1.0308 2.2467 -0.0651 -0.5535 0.9471
C -3.6685 -1.3654 3.2894 0.5240 -0.4166 -0.2416
C 3.1035 2.8704 -1.8049 -0.6098 2.4756 -0.4371
C -2.1136 -3.2102 3.1921 0.0568 0.6317 -0.3084
C -2.7518 -1.1863 -3.2241 0.2892 0.5262 0.5206
C -0.1572 -0.7731 -2.9520 -3.1948 -1.1504 -1.5167
C 2.7031 2.7811 2.0005 -1.6029 0.2927 -2.1425
C 1.7675 0.2605 2.0174 -4.0100 -1.8272 2.3829
C -2.7367 -0.5259 2.6571 0.1398 -0.6891 -0.2880
C 3.1719 1.9424 2.9979 -0.1340 -2.0694 1.0243
C -1.5663 -0.7295 -2.3666 1.1570 -1.1389 -3.3851
C -3.3584 -2.7048 3.5490 -0.1408 0.5081 -0.0125
C 0.0515 -1.3379 -4.3620 0.2161 0.1776 0.6784
H 2.9233 3.8432 2.0245 -0.2490 -0.0768 -0.0796
H 1.0908 -1.6782 -0.3673 -0.6700 -1.5356 0.5020
H 4.5761 2.9182 -3.0273 0.0330 -0.1253 0.1551
H -3.6929 -0.7529 -2.8856 0.1745 -0.0125 0.2512
H -1.1378 1.5246 -1.0353 -0.6127 1.6871 0.4612
H -4.6280 -0.9754 3.5983 -0.0142 0.0961 -0.0045
H -2.7208 -0.0015 0.3443 -0.0730 -0.1766 0.1777
H -4.0671 -3.3457 4.0574 -0.0842 0.0782 -0.0094
H 1.3520 2.9614 0.3702 0.0889 -0.2629 -0.3019
H -2.8570 -2.2702 -3.1848 0.0699 -0.0665 0.0336
H 2.9026 2.7841 -0.7465 0.3025 -0.8802 -0.2034
H 3.7722 2.3420 3.8062 0.0486 -0.1945 -0.0130
H -0.4823 -1.6180 -0.0625 0.4559 -1.8647 0.3979
H -2.9833 0.5155 2.5059 0.0810 0.2185 0.0181
H -0.2182 -2.8087 2.3340 -0.0246 0.3609 -0.0957
H 1.0682 -1.7003 -4.5117 0.0194 0.2120 0.2224
H 2.3466 2.5099 -2.4869 -0.5387 -0.7991 0.1183
H -0.1379 -0.5721 -5.1135 -0.0500 0.0654 -0.0493
H 2.5516 0.2227 -2.0532 -0.0788 -0.2237 -0.2610
H 2.6874 0.1296 3.9968 -0.0571 -0.3596 -0.2984
H -1.8512 -4.2368 3.4211 -0.0073 0.0642 -0.0382
H -0.6650 1.9165 0.4339 -0.5969 0.8633 -0.4346
H 3.0455 3.9495 -1.9497 -0.4386 0.5100 0.0998
H -2.6397 -0.8892 -4.2662 0.2584 -0.0471 0.0593
H -0.6015 -2.1870 -4.5620 -0.1517 0.1536 0.1696
```
Positions in Å, forces in eV/Å.

Summary:
Lowest unoccupied orbital energy (alpha / beta) (eV): -0.630 / -1.009
Expectation value of S²: 3.794
Multiplicity: 4
Frontier orbital gap (alpha / beta) (eV): 4.692 / 4.559

---

# 4
This record from the OMol25 dataset describes a structure of composition C23H24IrN7S4Sb. The level of theory is the ωB97M-V functional and the def2-TZVPD basis.

The geometry in XYZ format:
```
60
Properties=species:S:1:pos:R:3:forces:R:3
Ir 0.0477 0.4948 0.6301 0.5541 -0.0905 -0.4186
Sb 3.7839 -3.8586 1.3237 -0.0309 -0.1765 0.0039
S 1.7678 -4.8298 0.8314 0.0406 -0.0007 -0.0125
S 2.0166 0.4949 -0.4209 -0.3300 0.5259 0.4625
S 2.2152 -1.7182 -0.8568 0.2242 -0.5185 -0.4712
S 3.0519 -1.6458 2.3528 -0.1032 0.2878 -0.0743
N 0.3823 -2.5673 -2.6106 0.2357 -0.1196 0.0253
N -2.3554 2.8063 -0.0103 0.0627 -0.0438 -0.4046
N -1.0581 1.7441 1.6991 -0.0997 0.0895 0.2286
N 2.4337 -1.9110 -3.5726 0.0946 -0.0311 0.0057
N -0.0916 1.3663 3.8587 0.3390 -0.2846 0.0410
N -1.0062 1.0980 -1.0658 -0.0265 -0.0534 -0.0806
N 0.6012 -0.3990 2.3731 -0.0538 0.0647 0.0007
C -0.4705 -2.8785 -1.4688 -0.0431 -0.0049 -0.0936
C -2.6208 1.3745 -3.3224 0.0001 -0.0294 -0.0332
C -1.3704 4.1253 4.4809 -0.0039 0.0705 0.0790
C -0.7544 0.4190 -2.2147 0.0131 0.0930 0.1578
C -2.1488 5.2779 4.4854 0.0108 -0.0349 -0.0005
C -2.9091 5.6401 3.3735 0.0101 -0.0385 -0.0378
C 0.6782 -2.0839 4.6574 -0.0383 -0.0624 -0.1388
C -2.8584 2.1025 -2.1898 -0.1135 0.0646 -0.0584
C 1.1653 -1.7309 2.2830 0.5985 -0.0799 0.0475
C 2.3554 -0.5425 -4.0796 -0.0499 -0.0630 -0.0240
C -0.7323 2.0667 3.0147 -0.3957 0.1656 -0.2334
C 0.3776 0.0831 3.5896 -0.2148 0.2602 -0.0658
C 0.0650 -3.3516 -3.8002 -0.0221 0.1055 -0.0348
C 1.6588 -2.1094 -2.4111 -0.3472 -0.1279 0.2285
C 0.5036 -0.7105 4.7528 -0.0139 -0.0180 0.1833
C 3.8155 -2.3619 -3.4402 0.0109 0.0451 0.0078
C -2.8954 4.8714 2.2145 -0.0203 0.0945 0.0106
C -2.1060 3.7397 2.2184 -0.0909 -0.1816 -0.2531
C -1.8636 2.7210 1.1673 0.0649 0.0736 0.3874
C -2.0401 1.9648 -1.0565 -0.0804 0.1293 0.2695
C -1.3769 3.3652 3.3301 0.2253 -0.2377 0.0241
C 0.9338 -2.6201 3.4226 -0.1392 -0.0086 0.1892
C -1.5207 0.5148 -3.3409 -0.0446 0.0261 -0.0250
H 4.3972 -1.7332 -2.7554 -0.0004 0.0034 0.0006
H 0.7192 -3.0682 -4.6162 -0.0021 -0.0079 0.0086
H -1.2570 -0.0653 -4.2139 -0.0104 -0.0053 0.0019
H 0.1126 -0.2184 -2.1972 -0.0115 -0.0179 0.0714
H 0.1920 -4.4182 -3.5909 -0.0054 0.0005 0.0161
H -3.4763 5.1389 1.3420 0.0096 0.0110 0.0090
H 4.2832 -2.3378 -4.4248 -0.0050 -0.0015 -0.0068
H -3.2624 1.4750 -4.1878 0.0081 0.0185 -0.0005
H 1.3110 -0.2433 -4.1794 0.0303 0.0009 -0.0259
H 0.6107 -2.7122 5.5345 0.0067 0.0005 0.0058
H -3.6680 2.8136 -2.1173 -0.0020 -0.0182 -0.0063
H 1.0678 -3.6778 3.2334 0.0141 0.0212 0.0000
H -0.4352 -2.0853 -0.7256 -0.0014 0.0689 -0.0014
H 3.8336 -3.3838 -3.0660 -0.0082 -0.0053 0.0045
H 2.8659 0.1736 -3.4223 -0.0041 0.0127 0.0303
H -0.1482 -3.8035 -0.9820 0.0460 0.0215 0.0165
H 0.9681 -2.2083 1.3267 -0.2778 0.0230 -0.0078
H -2.1734 5.9023 5.3688 0.0034 0.0036 -0.0024
H 2.8186 -0.4997 -5.0658 0.0070 -0.0020 0.0041
H -1.4942 -2.9817 -1.8267 -0.0004 -0.0003 -0.0172
H -0.7771 3.8319 5.3365 -0.0416 -0.0163 0.0107
H -3.5189 6.5328 3.4165 0.0149 0.0113 -0.0032
H -0.9742 -3.1734 -4.0774 -0.0069 -0.0027 0.0058
H 0.3298 -0.2095 5.6929 0.0146 -0.0105 -0.0058
```
Positions in Å, forces in eV/Å.

Summary:
ΔE to the lowest compared entry with this formula, charge and spin (kJ/mol): 134.9
Lowest unoccupied orbital energy (alpha / beta) (eV): -1.059 / -2.357
Expectation value of S²: 8.803
Multiplicity: 6
Frontier orbital gap (alpha / beta) (eV): 4.402 / 4.799

---

# 5
This record from the OMol25 dataset describes a structure of composition C12H21AsO6P2SV. The level of theory is the ωB97M-V functional and the def2-TZVPD basis.

The geometry in XYZ format:
```
44
Properties=species:S:1:pos:R:3:forces:R:3
As 1.8961 -1.4569 -0.6467 0.8456 0.0951 -0.1050
V -0.6586 0.1726 -0.3783 0.6169 0.2502 0.3324
S -2.3630 -1.3508 -1.0557 -0.7501 -0.7155 -0.5047
P -0.3503 1.2530 1.6908 -0.0152 0.7451 1.1287
P -0.1141 2.2613 -1.3415 0.1259 1.0925 -0.3774
O -1.3339 -1.7387 0.4028 0.2351 -0.4182 -0.7014
O -2.7736 -0.0001 -0.5894 -0.1440 -0.4286 0.1065
O -1.2276 -1.1407 -2.0106 -0.2519 -0.2156 0.0613
O 1.7074 -1.4050 -2.4092 -0.0129 0.0740 0.1587
O 1.3347 0.0408 -0.0768 0.0035 -0.7715 -0.2445
O 3.4376 -1.8295 -0.2906 -0.2905 0.0203 -0.0566
C -1.7471 1.8853 2.6894 -0.0058 0.0261 -0.0770
C -1.3016 -4.1147 0.3977 -0.0697 -0.1785 0.0889
C 0.6608 0.4225 2.9531 0.0061 0.0169 -0.0018
C 1.3773 -4.1693 -0.3121 -0.1493 0.0037 0.1020
C 0.6026 2.7819 1.3117 -0.0481 -0.0277 -0.1289
C -0.6075 -2.9358 0.2036 -0.1699 0.6154 0.1537
C 1.5109 2.4048 -2.1466 -0.0257 -0.0266 0.0065
C -1.2121 3.1596 -2.4906 0.0096 -0.0078 0.0003
C 0.6900 -5.3569 -0.1170 -0.0161 -0.0001 0.0217
C 0.7341 -2.9393 -0.1659 -0.0773 0.0585 -0.0465
C -0.6529 -5.3276 0.2320 0.0098 -0.0438 -0.0171
C 0.0208 3.4588 0.0600 0.0656 -0.1198 0.0716
H 2.2808 2.0724 -1.4531 0.0117 -0.0153 0.0260
H -2.3765 2.5353 2.0799 -0.0044 -0.0055 0.0102
H 0.7726 -1.3588 -2.6540 -0.0248 -0.0632 0.0524
H 1.6930 3.4352 -2.4534 0.0352 0.0098 -0.0214
H -2.3430 -4.0694 0.6903 0.0121 -0.0008 0.0006
H 0.1339 -0.4596 3.3183 -0.0039 -0.0097 -0.0089
H 1.6001 0.1095 2.5018 0.0086 -0.0153 -0.0152
H 0.8534 1.0926 3.7925 0.0156 -0.0145 0.0067
H -2.3603 1.0460 3.0182 -0.0044 -0.0043 0.0008
H 1.2027 -6.3024 -0.2336 -0.0066 0.0055 -0.0096
H -1.1999 -6.2500 0.3800 0.0176 0.0090 0.0097
H -1.1901 2.6702 -3.4649 -0.0082 0.0004 0.0079
H -1.3984 2.4378 3.5633 -0.0013 -0.0020 -0.0056
H 1.5513 1.7479 -3.0151 -0.0056 -0.0111 -0.0133
H -0.8957 4.1977 -2.6078 -0.0101 -0.0120 -0.0219
H 1.6324 2.4641 1.1351 0.0033 -0.0021 -0.0254
H -0.9913 3.8188 0.2650 -0.0168 0.0129 -0.0063
H 2.4275 -4.1696 -0.5726 0.0380 -0.0060 -0.0089
H 0.6176 4.3193 -0.2495 0.0043 0.0420 0.0331
H -2.2374 3.1315 -2.1202 0.0203 0.0077 0.0034
H 0.5971 3.4566 2.1696 0.0279 0.0306 0.0144
```
Positions in Å, forces in eV/Å.

Summary:
ΔE to the lowest compared entry with this formula, charge and spin (kJ/mol): 42.4
Lowest unoccupied orbital energy (alpha / beta) (eV): 0.425 / 0.363
Expectation value of S²: 3.760
Multiplicity: 4
Frontier orbital gap (alpha / beta) (eV): 8.286 / 9.640